No. 1
C10H21FN2O3S | wB97M-V/def2-TZVPD

```
38
C10H21FN2O3S | the OMol25 dataset | wB97M-V/def2-TZVPD
S 3.5281 2.2321 0.8008
F 4.6978 1.7522 1.9959
O -1.7206 -0.9081 -1.1352
O 4.1497 1.7825 -0.5785
O 3.3469 3.7682 0.8225
N 2.0743 1.3052 1.0690
N -2.0880 -2.0735 -3.7615
C -1.0943 2.2604 0.3417
C 0.1951 3.1290 0.9579
C 2.3658 -0.0877 1.6090
C -1.1684 -2.6976 -2.7995
C 2.5053 -1.4823 1.7886
C -1.8381 -3.9346 -2.2036
C 1.6012 2.6798 3.2995
C 1.0445 2.0379 1.8982
C -2.4509 -1.5948 -0.1298
C -0.6806 -1.6805 -1.7413
H 0.8549 3.5241 0.0450
H -0.0615 -2.1620 -0.9744
H -2.8130 -1.5909 -3.2214
H 0.2299 1.2222 2.2092
H -0.6049 1.3306 -0.1928
H 0.9414 2.2342 4.1890
H -1.8184 -2.2697 0.4531
H -0.2312 3.9948 1.6206
H -1.2755 -4.3127 -1.3431
H 1.3603 3.8280 3.2735
H -1.8826 -4.7378 -2.9514
H -0.2845 -3.0448 -3.3476
H -2.8832 -0.8514 0.5456
H -0.0322 -0.9536 -2.2476
H -1.6651 1.8570 1.3007
H -3.2817 -2.1400 -0.5824
H -1.5976 -1.3155 -4.2373
H -2.8672 -3.7504 -1.8849
H 2.5251 -2.6703 1.8936
H 2.7101 2.4170 3.5653
H -1.7908 2.9028 -0.3460
```

Output
LUMO level in eV: -0.7230
SMILES: C#CN([C@@H](C)CC)S(=O)(=O)F.COC[C@@H](C)N
2S+1: 1
Frontier orbital gap in Ha: 0.318
Energy in eV: -33376.4387

---

No. 2
C15H20N2O5 | wB97M-V/def2-TZVPD

```
42
C15H20N2O5 | the OMol25 dataset | wB97M-V/def2-TZVPD
O -5.4903 5.8347 -0.8611
O -4.3553 2.5919 -0.9420
O -3.4465 5.1364 -1.3648
O 4.6408 -4.5220 -0.0658
O -1.8427 3.2170 -0.3216
N -1.3761 1.2656 0.6877
N 0.6992 -0.6225 0.4856
C -3.6126 1.6033 -0.2866
C 2.8257 -1.3407 -0.5101
C 2.5973 -3.7629 0.7880
C 1.6131 -2.8127 0.9276
C 3.7224 -3.5148 -0.0003
C -2.1916 2.0940 0.0199
C -0.6666 -0.9999 0.1935
C 0.0023 1.6492 0.9316
C 5.7942 -4.3247 -0.8451
C -4.6392 4.9904 -0.8299
C 1.7035 -1.5797 0.2749
C -1.6187 -0.1211 1.0136
C 0.9487 0.7554 0.1255
C -4.8634 3.6360 -0.1282
C 3.8269 -2.2898 -0.6434
H -2.8440 4.3786 -1.1420
H 0.7672 -3.0212 1.5649
H -4.3543 3.6791 0.8424
H 6.3887 -3.4812 -0.4787
H 0.7882 0.9415 -0.9497
H -1.4049 -0.2634 2.0786
H -0.8935 -0.8610 -0.8787
H 5.5456 -4.1631 -1.8993
H -5.9378 3.4932 0.0383
H -2.6513 -0.4000 0.8177
H 4.6785 -2.0560 -1.2627
H -4.1108 1.2758 0.6372
H 1.9762 1.0131 0.3833
H -3.5632 0.7650 -0.9882
H 0.2115 1.5328 1.9990
H 6.3748 -5.2410 -0.7499
H 2.5250 -4.7131 1.2928
H 0.1222 2.6939 0.6438
H 2.9346 -0.4081 -1.0415
H -0.8237 -2.0480 0.4434
```

Output
LUMO level in eV: 0.4136
SMILES: COc1ccc(N2CCN(C(=O)COCC(=O)O)CC2)cc1
Energy relative to the best compared isomer or geometry (same formula, charge and spin) in kJ/mol: 132.4
2S+1: 1
Frontier orbital gap in Ha: 0.309
Energy in eV: -29097.1220